[1]
# C25H19N6O5SSeV

A structure of composition C25H19N6O5SSeV (wB97M-V/def2-TZVPD, the OMol25 dataset).

Cartesian coordinates (Å):
V -0.28676 0.24550 0.11777
Se 5.62609 4.90446 -0.60053
N 5.49763 3.18396 -0.23471
C 4.22420 2.87795 -0.25827
C 3.70636 1.54364 0.00302
C 4.49704 0.43412 0.32893
C 3.89242 -0.78316 0.57216
C 2.51045 -0.89046 0.48597
N 1.74804 0.15835 0.16557
C 2.33304 1.35996 -0.06436
C 1.42825 2.44629 -0.37086
N 0.09721 2.13908 -0.38507
C -0.79314 3.11029 -0.65028
C -0.39652 4.40903 -0.91621
C 0.94869 4.72820 -0.89736
C 1.89024 3.73133 -0.61538
C 3.32734 3.95611 -0.56279
N 3.88563 5.12088 -0.78214
H 5.57193 0.55245 0.39311
H 4.47841 -1.65169 0.83721
H 2.00484 -1.82854 0.68390
H -1.83738 2.83698 -0.64020
H -1.14506 5.15956 -1.12735
H 1.29078 5.73761 -1.09266
C -3.74693 0.82077 -1.67326
C -3.52110 0.66738 -0.21386
N -2.35357 0.48762 0.40616
C -2.63521 0.41842 1.76377
C -3.97233 0.54968 1.96416
N -4.49433 0.70675 0.71215
C -4.92802 0.55768 3.13149
O -4.43465 0.43397 4.34414
O -6.08163 0.72734 2.87391
C -1.49171 0.24103 2.64713
O -1.46346 0.14942 3.82185
O -0.33204 0.18537 1.84411
H -2.80969 0.72797 -2.21843
H -4.18480 1.79637 -1.89313
H -4.45153 0.07199 -2.03853
H -5.49449 0.83232 0.56712
H -3.46866 0.33208 4.39231
C -2.16824 -2.81334 -1.77836
S -0.49963 -2.28206 -2.08550
O -0.42784 -0.88792 -1.29743
C 0.48610 -3.38609 -1.16073
C 0.13814 -3.81367 0.12455
C 0.98602 -4.68643 0.77710
C 2.15300 -5.12782 0.14793
C 2.48565 -4.69642 -1.12887
C 1.65162 -3.81003 -1.79644
H -2.37793 -2.85779 -0.71231
H -2.25669 -3.80323 -2.23083
H -2.83231 -2.12336 -2.29618
H -0.78115 -3.49255 0.59998
H 0.73623 -5.04750 1.76568
H 2.79884 -5.82856 0.66102
H 3.38404 -5.05676 -1.61108
H 1.88858 -3.47449 -2.79910

Force components x, y, z for each atom (eV/Å):
V 0.1 -0.1 -0.9
Se 0.2 0.1 0.0
N 0.0 -0.1 0.1
C -0.1 0.1 0.0
C 0.0 0.0 0.0
C 0.0 0.0 0.0
C 0.0 0.0 0.0
C 0.0 0.0 0.0
N 0.2 0.0 0.0
C -0.1 -0.1 0.0
C -0.1 0.0 0.0
N 0.1 0.0 0.0
C 0.0 0.0 0.0
C 0.0 0.0 0.0
C 0.0 0.0 0.0
C 0.0 0.0 0.0
C 0.1 -0.1 0.0
N -0.2 0.0 0.0
H 0.0 0.0 0.0
H 0.0 0.0 0.0
H 0.0 0.0 0.0
H 0.0 0.0 0.0
H 0.0 0.0 0.0
H 0.0 0.0 0.0
C 0.0 0.0 0.0
C 0.0 0.0 0.0
N -0.1 0.0 0.1
C 0.1 0.0 -0.2
C 0.0 -0.1 0.1
N -0.1 0.0 -0.1
C 0.0 0.4 0.0
O 0.0 -0.1 0.1
O 0.0 -0.1 0.0
C -0.3 0.0 0.1
O 0.1 0.0 0.0
O 0.0 -0.3 0.2
H 0.0 0.0 0.0
H 0.0 0.0 0.0
H 0.0 0.0 0.0
H 0.0 0.0 0.0
H 0.0 0.0 0.0
C -0.1 0.0 0.0
S 0.2 -0.1 -0.1
O -0.2 0.3 0.6
C 0.0 0.1 0.0
C 0.0 0.0 0.0
C 0.0 0.0 0.0
C 0.0 0.0 0.0
C 0.0 0.0 0.0
C 0.0 0.0 0.0
H 0.0 0.0 0.0
H 0.0 0.0 0.0
H 0.0 0.0 0.0
H 0.0 0.0 0.0
H 0.0 0.0 0.0
H 0.0 0.0 0.0
H 0.0 0.0 0.0
H 0.0 0.0 0.0

Output
- net charge = +3
- multiplicity = 2
- Kohn-Sham gap (alpha / beta) (hartree) = 0.198 / 0.220
- DFT total energy (eV) = -147257.56963
- strongest force on any atom (eV Å⁻¹) = 0.92

Atomic partial charges in e from the Mulliken method, atoms 1 to 5: 0.310, 0.444, -0.805, 0.906, -0.003

[2]
# C23H23BINO11S

A cluster of 3 separate species, C23H23BINO11S in total at a distorted geometry (wB97M-V/def2-TZVPD, the OMol25 dataset).

Cartesian coordinates (Å):
C 2.29680 -1.39104 2.54840
N 3.61515 -1.08568 1.87270
C 3.71378 -2.05257 0.71222
B 3.69940 0.37415 1.40678
O 4.51885 1.40408 2.13147
C 2.92476 0.91941 0.02391
C 3.78292 1.15045 -1.37792
C 3.12217 1.63821 -2.81108
C 1.50257 1.91872 -2.83174
I 0.50735 2.51834 -4.73776
C 0.65042 1.72021 -1.44332
C 1.31584 1.23140 0.01110
C 0.31075 1.08793 1.34024
O 0.65602 1.50922 2.57308
C -1.16200 0.37149 0.99982
C -1.85669 -0.69973 2.02868
C -3.28063 -1.39277 1.58847
C -3.91927 -0.95138 0.11480
S -5.53985 -1.84797 -0.34279
C -4.99799 -3.54181 -1.03683
O -6.36427 -2.08133 0.94570
O -6.35316 -1.10964 -1.43402
C -3.24845 0.15692 -0.89567
C -1.82701 0.85096 -0.45814
C -1.00298 1.96763 -1.39182
O -1.62459 2.98631 -2.00093
H 1.43823 -1.43692 1.72518
H 2.28911 -2.47365 3.05073
H 2.06816 -0.63525 3.41675
H 4.08235 -3.09354 1.16544
H 2.70388 -2.23439 0.13650
H 4.58472 -1.68600 0.00934
H 5.45375 1.01396 2.26436
H 4.95634 0.93755 -1.39343
H 3.72553 1.77079 -3.81585
H -1.40632 -1.01198 3.06746
H -3.84698 -2.20653 2.25229
H -5.90915 -4.22261 -1.33300
H -4.29035 -3.39847 -1.98620
H -4.30842 -4.01837 -0.19853
H -3.69536 0.47486 -1.94565
O 4.68381 -2.13739 -1.90794
C 3.80377 -2.27943 -2.74044
O 3.74665 -3.30871 -3.63531
C 2.47877 -3.24014 -4.26039
C 2.09064 -1.80679 -4.09350
O 2.74800 -1.42861 -2.89894
H 2.54848 -3.53300 -5.31159
H 1.79355 -3.92168 -3.74556
H 2.45460 -1.17702 -4.91216
H 1.00905 -1.67685 -3.99896
O -3.01097 5.70379 5.50507
C -2.85401 4.98261 4.53401
O -1.67238 4.38778 4.19728
C -1.95598 3.46858 3.15920
C -3.21229 4.00825 2.55633
O -3.83761 4.66621 3.64177
H -1.13273 3.42926 2.44062
H -2.09524 2.47412 3.59593
H -3.01582 4.73948 1.76514
H -3.85564 3.21855 2.15868

Force components x, y, z for each atom (eV/Å):
C -0.7 -0.5 0.9
N -1.6 0.7 -1.2
C 1.7 -0.7 0.2
B 1.0 1.0 1.0
O 0.2 -3.5 -2.1
C -2.2 1.7 -3.3
C -3.1 0.7 -0.8
C -2.8 -0.6 3.9
C 2.0 -1.3 4.0
I 1.1 -0.7 2.0
C 1.5 -0.6 0.2
C 2.0 0.3 -3.3
C 1.2 1.2 3.9
O -2.1 -2.9 -7.9
C -1.8 -0.6 -0.8
C -2.3 0.7 -3.6
C 2.0 2.8 -2.9
C 3.3 1.5 1.3
S -4.7 0.9 0.1
C 1.6 -0.5 -0.2
O 3.5 0.4 -3.7
O 3.5 -2.2 3.1
C 2.2 -0.6 3.1
C -1.6 -2.8 2.4
C -1.7 3.4 -1.9
O 3.8 -6.7 3.7
H 1.4 0.3 1.7
H 0.4 2.2 -1.2
H 0.3 -1.3 -1.9
H -0.9 2.1 -1.0
H 1.9 0.6 0.9
H -2.2 -0.9 1.4
H -2.3 0.7 0.2
H -2.9 0.5 0.2
H -1.3 -0.3 2.5
H -0.7 0.9 -2.4
H 1.4 2.1 -1.7
H 1.6 1.7 0.9
H -1.7 0.0 2.1
H -1.7 0.9 -1.7
H 0.8 -0.9 2.6
O -1.7 -0.4 -2.4
C 1.6 0.3 1.4
O 0.3 0.7 0.7
C -0.5 -0.8 -0.7
C -0.8 0.6 -0.6
O 0.8 -0.7 0.4
H 0.2 0.0 0.2
H 0.1 0.1 0.0
H 0.0 0.0 0.1
H 0.2 0.1 0.1
O 0.3 -1.6 -2.2
C -0.3 1.5 2.1
O -0.7 0.6 0.3
C 0.7 -0.8 -0.5
C -0.4 -0.2 -1.0
O 0.5 0.3 0.8
H 0.0 0.1 0.3
H 0.0 0.1 -0.1
H 0.0 -0.1 0.1
H 0.0 0.2 0.1

Output
- SMILES = CN(C)B(O)c1ccc(I)c2c1C(=O)c1ccc(S(C)(=O)=O)cc1C2=O.O=C1OCCO1.O=C1OCCO1
- Kohn-Sham gap (hartree) = 0.249
- DFT total energy (eV) = -67828.92285
- strongest force on any atom (eV Å⁻¹) = 8.64

Atomic partial charges in e from the Mulliken method, atoms 1 to 5: -0.658, -0.055, -0.797, 0.494, -0.568